Record 1
C9H19BN2O3 | ωB97M-V/def2-TZVPD

Summary:
**Energy above the lowest of the compared OMol25 structures with the same formula, charge and spin**: 0.018 eV
**Maximum force**: 0.0415 Eh/bohr
**Structure (SMILES)**: CC(C)[C@H](N)C(=O)N1CCC[C@H]1B(O)O
**E_HOMO**: -9.276 eV
**Charge**: 0
**Frontier orbital gap**: 9.788 eV
**LUMO level**: 0.511 eV

Element x y z (Å)
C  1.003  -3.129  -1.711
C  0.437  -1.707  -1.659
C  -0.273  -1.334  -2.976
C  -0.402  -1.531  -0.378
N  -1.642  -2.280  -0.347
C  -0.851  -0.091  -0.126
O  -1.777  0.376  -0.798
N  -0.151  0.651  0.842
C  0.390  0.012  2.090
C  0.244  1.109  3.189
C  0.131  2.444  2.402
C  -0.419  2.081  1.025
B  0.444  2.876  -0.039
O  0.423  2.326  -1.351
O  1.129  4.052  0.267
H  1.528  -3.381  -0.801
H  0.209  -3.875  -1.801
H  1.696  -3.297  -2.533
H  1.307  -1.036  -1.537
H  -0.903  -0.452  -2.868
H  0.445  -1.155  -3.784
H  -0.928  -2.130  -3.302
H  0.219  -1.906  0.457
H  -2.256  -1.837  -1.035
H  -2.054  -2.080  0.573
H  1.419  -0.338  1.917
H  -0.196  -0.870  2.329
H  1.099  1.126  3.895
H  -0.656  0.979  3.818
H  1.121  2.865  2.296
H  -0.487  3.231  2.926
H  -1.487  2.294  0.913
H  -0.256  1.609  -1.339
H  1.494  4.398  -0.555

Record 2
C9H19BO8 | ωB97M-V/def2-TZVPD

Summary:
**Energy above the lowest of the compared OMol25 structures with the same formula, charge and spin**: 0.000 eV
**Maximum force**: 0.0076 Eh/bohr
**Structure (SMILES)**: COC(=O)OC.COC(=O)OC.BCCOC=O
**E_HOMO**: -10.778 eV
**Charge**: 0
**Frontier orbital gap**: 10.526 eV
**LUMO level**: -0.252 eV

Element x y z (Å)
C  2.064  1.767  2.107
O  2.129  0.577  1.304
C  2.578  -0.500  1.942
O  2.928  -0.554  3.092
O  2.568  -1.523  1.082
C  3.014  -2.768  1.631
H  1.677  2.542  1.455
H  1.391  1.622  2.949
H  3.053  2.033  2.474
H  2.379  -3.068  2.463
H  4.044  -2.687  1.974
H  2.940  -3.487  0.820
C  -1.386  -5.777  -2.878
O  -1.585  -4.430  -2.438
C  -0.458  -3.771  -2.163
O  0.656  -4.220  -2.254
O  -0.776  -2.543  -1.764
C  0.353  -1.716  -1.446
H  -2.380  -6.174  -3.060
H  -0.795  -5.798  -3.792
H  -0.880  -6.359  -2.109
H  0.976  -1.569  -2.326
H  0.945  -2.156  -0.650
H  -0.061  -0.768  -1.116
B  -3.271  3.966  -1.589
C  -2.552  3.297  -0.371
C  -1.381  4.175  0.060
O  -0.640  3.570  1.142
C  -0.828  4.131  2.350
O  0.020  4.184  3.181
H  -3.162  3.553  -2.699
H  -3.910  4.956  -1.402
H  -3.246  3.247  0.476
H  -2.169  2.297  -0.579
H  -0.652  4.294  -0.739
H  -1.722  5.167  0.364
H  -1.861  4.491  2.510

Record 3
C9H19ClCrINO3P | ωB97M-V/def2-TZVPD

Summary:
**2S+1**: 4
**Maximum force**: 0.1058 Eh/bohr
**E_HOMO (spin up / spin down)**: -15.327 / -15.322 eV
**Charge**: +2
**Frontier orbital gap (spin up / spin down)**: 6.301 / 7.194 eV
**LUMO level (spin up / spin down)**: -9.026 / -8.129 eV

Element x y z (Å)
C  -3.955  2.175  -4.736
C  -3.964  0.949  -3.921
H  -4.743  2.154  -5.516
H  -2.959  2.288  -5.203
H  -4.143  3.032  -4.064
O  -4.472  -0.118  -3.928
I  -2.745  1.530  -1.721
Cr  -0.775  0.481  -0.703
P  0.834  -1.007  -1.363
C  0.906  -2.726  -0.879
C  0.622  -0.915  -3.125
H  2.456  0.756  -0.987
H  3.156  -0.742  -1.723
H  2.765  -0.663  0.041
C  2.470  -0.343  -0.966
H  0.399  0.116  -3.438
H  1.547  -1.255  -3.599
H  1.633  -3.234  -1.536
H  -0.081  -3.201  -0.979
H  -0.214  -1.557  -3.428
H  1.230  -2.805  0.170
C  -1.130  -0.989  0.723
O  -1.584  -1.882  1.320
Cl  0.436  2.291  -0.247
C  2.347  0.279  3.764
N  0.924  0.440  4.058
C  0.471  0.845  5.388
C  0.036  0.254  3.071
O  0.404  -0.153  1.934
H  2.905  0.481  4.687
H  2.663  0.976  2.968
H  2.550  -0.738  3.414
H  -0.048  1.810  5.358
H  -0.253  0.109  5.786
H  1.336  0.901  6.061
H  -1.025  0.463  3.320

Record 4
C9H19LiN3O7 | ωB97M-V/def2-TZVPD

Summary:
**Energy above the lowest of the compared OMol25 structures with the same formula, charge and spin**: 1.084 eV
**Maximum force**: 0.1646 Eh/bohr
**E_HOMO**: -5.050 eV
**Charge**: -1
**Frontier orbital gap**: 7.482 eV
**LUMO level**: 2.432 eV

Element x y z (Å)
Li  1.402  1.348  -0.490
N  3.114  -0.625  -2.080
O  2.916  -1.815  -1.682
O  2.182  0.201  -1.989
O  4.260  -0.173  -1.877
N  3.248  2.755  0.228
O  4.337  3.034  -0.277
O  2.256  3.151  -0.413
O  3.190  1.600  0.611
C  -0.722  -1.098  2.229
C  -0.033  -0.904  0.995
C  -0.088  -1.990  -0.082
C  -1.511  -2.022  -0.615
C  -1.709  -0.670  -1.280
C  -1.554  0.502  -0.420
N  -0.354  0.414  0.393
O  -0.134  1.596  1.148
C  -2.846  0.710  0.359
C  -1.470  1.741  -1.301
C  1.487  -0.773  1.301
H  -0.392  -1.994  2.612
H  -1.761  -1.195  2.085
H  -0.505  -0.387  3.019
H  0.192  -3.022  0.316
H  0.622  -1.744  -0.828
H  -2.260  -2.199  0.082
H  -1.569  -2.862  -1.303
H  -2.659  -0.628  -1.841
H  -0.931  -0.663  -1.999
H  -0.647  1.591  1.968
H  -2.731  1.477  1.127
H  -3.208  -0.283  0.765
H  -3.557  1.099  -0.359
H  -0.534  1.590  -1.912
H  -1.362  2.611  -0.686
H  -2.307  1.778  -1.944
H  1.995  -1.613  1.777
H  1.599  0.051  1.970
H  2.042  -0.589  0.395

Record 5
C9H19N | ωB97M-V/def2-TZVPD

Summary:
**Energy above the lowest of the compared OMol25 structures with the same formula, charge and spin**: 4.481 eV
**Maximum force**: 0.0952 Eh/bohr
**E_HOMO**: -6.388 eV
**Charge**: 0
**Frontier orbital gap**: 7.315 eV
**LUMO level**: 0.928 eV

Element x y z (Å)
C  0.511  0.652  0.102
C  0.294  -0.741  0.298
C  -1.684  0.618  0.118
C  0.845  1.524  1.286
C  -0.021  -1.739  -0.783
C  -2.189  0.662  -1.304
C  -2.524  -0.239  1.039
N  0.958  1.139  -1.096
C  2.353  -1.156  0.621
C  3.425  -0.761  -0.059
H  0.004  -1.027  1.298
H  -1.636  1.632  0.519
H  1.221  2.109  -1.160
H  0.958  0.538  -1.906
H  2.478  -1.926  1.388
H  1.925  1.516  1.447
H  0.534  2.557  1.107
H  0.360  1.156  2.188
H  0.115  -1.338  -1.788
H  -1.056  -2.078  -0.705
H  0.620  -2.616  -0.688
H  -2.597  -1.272  0.684
H  -2.127  -0.258  2.058
H  -3.182  1.131  -1.361
H  -1.540  1.262  -1.950
H  -2.297  -0.335  -1.740
H  -3.557  0.133  1.106
H  3.379  0.012  -0.829
H  4.432  -1.152  0.111

Record 6
C9H19N | ωB97M-V/def2-TZVPD

Summary:
**Energy above the lowest of the compared OMol25 structures with the same formula, charge and spin**: 3.531 eV
**Maximum force**: 0.0657 Eh/bohr
**Structure (SMILES)**: CC(C)C(C)C.C#CCN
**E_HOMO**: -9.153 eV
**Charge**: 0
**Frontier orbital gap**: 10.096 eV
**LUMO level**: 0.943 eV

Element x y z (Å)
C  -0.432  0.187  1.971
C  0.670  -0.712  1.460
C  0.257  -2.121  1.249
C  1.556  -0.126  -0.073
C  1.930  1.337  0.105
C  1.472  -0.509  -1.547
H  -0.127  1.231  2.017
H  -0.710  -0.122  2.982
H  -1.336  0.109  1.376
H  1.545  -0.627  2.109
H  -0.391  -2.493  2.042
H  -0.389  -2.143  0.318
H  1.102  -2.798  1.125
H  2.427  -0.701  0.259
H  2.797  1.587  -0.515
H  1.105  1.997  -0.165
H  2.199  1.564  1.135
H  1.244  -1.565  -1.664
H  0.795  0.128  -2.107
H  2.450  -0.342  -2.005
C  -1.606  -1.363  -1.103
C  -1.336  -0.178  -1.054
C  -1.530  1.270  -1.127
N  -2.912  1.602  -0.777
H  -2.050  -2.325  -1.219
H  -0.890  1.785  -0.409
H  -1.204  1.621  -2.121
H  -3.075  2.596  -0.874
H  -3.562  1.112  -1.388

Record 7
C9H19N2 | ωB97M-V/def2-TZVPD

Summary:
**Energy above the lowest of the compared OMol25 structures with the same formula, charge and spin**: 2.722 eV
**Maximum force**: 0.0931 Eh/bohr
**Structure (SMILES)**: C/C(N)=[NH+]/C1C(C)(C)C1(C)C
**E_HOMO**: -12.700 eV
**Charge**: +1
**Frontier orbital gap**: 9.667 eV
**LUMO level**: -3.033 eV

Element x y z (Å)
C  3.524  0.503  0.557
C  2.320  -0.075  -0.106
N  2.392  -1.290  -0.518
N  1.208  0.715  -0.238
C  0.112  0.203  -0.931
C  -0.793  -0.553  0.134
C  -1.419  -1.886  -0.155
C  -0.287  -0.710  1.551
C  -1.541  0.646  -0.430
C  -1.619  1.889  0.445
C  -2.559  0.666  -1.552
H  3.340  0.860  1.613
H  3.877  1.488  0.188
H  4.414  -0.045  0.656
H  3.226  -1.777  -0.107
H  1.489  -1.767  -0.705
H  1.180  1.671  0.045
H  0.287  -0.054  -1.961
H  -2.457  -1.858  -0.021
H  -1.077  -2.761  0.549
H  -1.233  -2.263  -1.199
H  0.507  -1.401  1.381
H  -1.215  -0.982  2.127
H  0.144  0.108  2.071
H  -2.365  1.760  1.196
H  -1.926  2.749  -0.168
H  -0.718  2.061  0.964
H  -2.565  -0.207  -2.127
H  -2.585  1.617  -2.199
H  -3.660  0.697  -1.056

Record 8
C9H19N2O4Tl | ωB97M-V/def2-TZVPD

Summary:
**Energy above the lowest of the compared OMol25 structures with the same formula, charge and spin**: 1.587 eV
**Maximum force**: 0.0893 Eh/bohr
**E_HOMO**: -14.584 eV
**Charge**: +2
**Frontier orbital gap**: 2.067 eV
**LUMO level**: -12.517 eV

Element x y z (Å)
Tl  0.121  4.600  4.940
N  -2.203  5.830  -0.031
O  -2.866  5.585  0.992
O  -1.081  6.162  0.167
O  -2.686  5.662  -1.100
C  2.269  -1.565  -0.426
C  1.433  -0.317  -0.421
C  0.675  -0.099  -1.802
C  -0.503  -1.113  -2.060
C  -1.445  -1.027  -0.857
C  -0.790  -1.227  0.526
N  0.387  -0.293  0.643
O  0.940  -0.229  1.891
C  -1.958  -0.758  1.461
C  -0.600  -2.753  0.914
C  2.464  0.903  -0.457
H  2.123  -1.979  0.572
H  2.002  -2.365  -1.117
H  3.352  -1.566  -0.549
H  0.443  0.931  -2.073
H  1.446  -0.416  -2.504
H  -0.987  -1.048  -3.035
H  -0.102  -2.126  -2.069
H  -2.161  -1.836  -0.995
H  -1.826  -0.013  -0.982
H  -2.790  -1.461  1.420
H  -2.322  0.192  1.070
H  -1.625  -0.724  2.499
H  -0.086  -3.335  0.149
H  -1.510  -3.307  1.148
H  0.139  -2.825  1.712
H  3.192  0.716  -1.247
H  1.955  1.826  -0.736
H  3.153  1.016  0.381
H  1.445  -1.041  1.976

Record 9
C9H19N2S | ωB97M-V/def2-TZVPD

Summary:
**Energy above the lowest of the compared OMol25 structures with the same formula, charge and spin**: 3.546 eV
**Maximum force**: 0.0795 Eh/bohr
**E_HOMO**: -12.357 eV
**Charge**: +1
**Frontier orbital gap**: 9.337 eV
**LUMO level**: -3.019 eV

Element x y z (Å)
C  0.363  2.239  -0.236
C  -1.842  -1.690  0.781
C  -2.477  -0.545  0.146
C  -1.172  -1.047  -0.379
C  0.151  3.530  -1.146
C  -2.525  0.828  0.770
C  1.726  -2.034  1.190
C  2.856  -0.730  -0.498
C  0.547  -0.056  0.187
N  0.705  1.076  -0.660
N  1.522  -1.131  0.032
S  -0.877  -1.795  -1.895
H  -0.014  2.505  0.786
H  -1.470  -1.522  1.802
H  -2.299  -2.639  0.747
H  -3.415  -0.808  -0.365
H  0.275  4.421  -0.536
H  0.840  3.414  -1.922
H  -0.821  3.519  -1.551
H  -1.894  0.885  1.666
H  -3.572  1.093  0.992
H  -2.025  1.372  -0.057
H  2.677  -1.833  1.827
H  0.835  -2.090  1.823
H  1.950  -3.015  0.832
H  3.301  0.159  0.015
H  3.566  -1.569  -0.462
H  2.619  -0.218  -1.510
H  0.229  0.106  1.178
H  1.236  -1.775  -0.782
H  -0.995  -0.647  -2.776

Record 10
C9H19N5O3 | ωB97M-V/def2-TZVPD

Summary:
**Energy above the lowest of the compared OMol25 structures with the same formula, charge and spin**: 5.467 eV
**Maximum force**: 0.1239 Eh/bohr
**Structure (SMILES)**: [H]/N=C(/N)NCCC[C@H](NC(=O)[C@H](C)N)C(=O)O
**E_HOMO**: -8.621 eV
**Charge**: 0
**Frontier orbital gap**: 8.951 eV
**LUMO level**: 0.330 eV

Element x y z (Å)
H  2.432  -0.075  5.118
N  3.275  0.463  5.133
C  3.632  0.569  3.792
N  4.835  1.119  3.370
N  2.840  0.070  2.805
C  2.146  0.854  1.813
C  1.134  0.032  1.048
C  0.702  0.626  -0.425
C  -0.343  -0.134  -1.191
N  -1.398  -0.361  -0.265
C  -2.741  -0.314  -0.685
O  -3.590  -0.597  0.154
C  -3.055  0.156  -2.113
C  -4.650  0.316  -2.334
N  -2.450  -0.549  -3.230
C  0.297  -1.302  -1.877
O  1.406  -1.147  -2.539
O  -0.192  -2.658  -1.756
H  5.279  0.835  2.355
H  5.559  1.070  4.164
H  2.124  -0.678  2.944
H  1.551  1.833  2.136
H  2.856  1.067  1.039
H  1.634  -1.005  0.922
H  0.254  -0.251  1.596
H  1.582  0.939  -0.994
H  0.229  1.688  -0.331
H  -0.995  0.439  -1.948
H  -1.438  -0.911  0.678
H  -2.548  1.182  -2.173
H  -5.096  1.159  -1.678
H  -5.110  -0.670  -2.099
H  -4.765  0.749  -3.273
H  -2.793  -0.071  -4.108
H  -2.946  -1.421  -3.291
H  0.338  -3.026  -2.755

Record 11
C9H19NO5 | ωB97M-V/def2-TZVPD

Summary:
**Energy above the lowest of the compared OMol25 structures with the same formula, charge and spin**: 0.000 eV
**Maximum force**: 0.0174 Eh/bohr
**Structure (SMILES)**: CNCOC(=O)O.CC(C)=O.CC(C)=O
**E_HOMO**: -9.296 eV
**Charge**: 0
**Frontier orbital gap**: 9.794 eV
**LUMO level**: 0.499 eV

Element x y z (Å)
C  1.514  -3.895  -0.482
N  1.083  -2.965  0.568
C  1.357  -1.597  0.313
O  2.742  -1.422  -0.108
C  3.048  -0.210  -0.567
O  2.274  0.670  -0.853
O  4.405  -0.100  -0.760
H  1.498  -3.408  -1.451
H  2.502  -4.310  -0.300
H  0.812  -4.727  -0.532
H  1.503  -3.227  1.447
H  0.684  -1.184  -0.432
H  1.201  -1.034  1.232
H  4.831  -0.067  0.099
C  -3.296  -1.628  -1.904
C  -2.556  -0.766  -0.909
C  -2.623  0.728  -1.115
O  -1.939  -1.253  0.009
H  -3.169  -2.677  -1.645
H  -4.359  -1.381  -1.895
H  -2.908  -1.455  -2.909
H  -3.662  1.062  -1.080
H  -2.208  0.989  -2.090
H  -2.060  1.236  -0.335
C  0.316  2.024  1.524
C  -0.605  3.188  1.253
C  -0.173  4.535  1.782
O  -1.636  3.053  0.638
H  -0.110  1.123  1.090
H  1.291  2.211  1.073
H  0.438  1.890  2.601
H  0.789  4.814  1.350
H  -0.069  4.494  2.867
H  -0.915  5.285  1.520

Record 12
C9H19NOSi | ωB97M-V/def2-TZVPD

Summary:
**Energy above the lowest of the compared OMol25 structures with the same formula, charge and spin**: 4.890 eV
**Maximum force**: 0.0958 Eh/bohr
**Structure (SMILES)**: [H]/N=C1/CO[C@@H]1[Si](C)(C)C(C)(C)C
**E_HOMO**: -8.471 eV
**Charge**: 0
**Frontier orbital gap**: 9.175 eV
**LUMO level**: 0.704 eV

Element x y z (Å)
H  3.182  -0.175  -0.524
N  2.886  -0.726  -1.334
C  1.906  -1.489  -1.211
C  1.111  -2.506  -2.131
O  0.254  -2.768  -0.991
C  0.896  -1.735  -0.180
Si  -0.710  -0.175  -0.265
C  -2.403  -1.124  0.100
C  -0.799  0.591  -2.045
C  -0.158  1.035  1.154
C  -1.334  1.782  1.773
C  0.590  0.370  2.299
C  0.729  2.164  0.544
H  0.708  -2.140  -2.983
H  1.852  -3.255  -2.530
H  1.102  -2.186  0.709
H  -3.115  -0.378  0.309
H  -2.680  -1.647  -0.739
H  -2.098  -1.887  0.896
H  -0.990  -0.230  -2.753
H  -1.607  1.193  -2.133
H  0.064  1.217  -2.261
H  -2.131  2.282  1.088
H  -1.927  1.009  2.277
H  -0.848  2.509  2.349
H  0.978  -0.569  2.053
H  -0.010  0.340  3.117
H  1.360  1.091  2.484
H  1.715  1.795  0.004
H  0.331  2.747  -0.285
H  1.142  2.867  1.210

Q: Number 9 is which compound?
A: C9H19N2S

Q: What is the formula in the fourth record?
A: C9H19LiN3O7